(1)
Molecular formula: C22H22BaCl5N6O6S2
Method: DFT, ωB97M-V/def2-TZVPD

Atoms and positions in Å:
Ba -0.6130 1.0168 0.7489
Cl -3.8546 3.3046 0.1331
C -3.4599 2.6618 -1.4527
C -2.4022 1.7795 -1.4857
C -2.0696 1.3585 -2.7281
Cl -0.5948 0.3927 -2.9201
C -2.8020 1.7243 -3.8815
Cl -2.4405 0.9077 -5.3559
C -3.9204 2.5884 -3.7542
Cl -4.8423 3.1891 -5.1018
C -4.3203 3.0091 -2.4594
Cl -5.5316 4.1974 -2.1404
N 0.3773 -1.6414 0.4396
C 1.5126 -1.5378 -0.4883
C 2.7767 -2.1378 0.2296
C 4.0711 -2.1585 -0.6200
C 4.8386 -0.7743 -0.6146
N 4.1064 0.4425 -0.9596
C 3.7699 0.9445 -2.1182
N 3.6607 2.2927 -2.1638
N 3.5748 0.1550 -3.1715
C 1.0523 -2.1166 -1.9250
O 1.6947 -1.7088 -2.9488
O 0.0531 -2.8491 -1.9121
H 0.6946 -2.1224 1.2951
H -0.3827 -2.1528 -0.0067
H 1.7362 -0.4767 -0.7723
H 2.5519 -3.2025 0.4570
H 2.8476 -1.6257 1.2078
H 3.7823 -2.4445 -1.6184
H 4.6554 -2.9907 -0.2129
H 5.6742 -0.8738 -1.3011
H 5.1623 -0.5793 0.4315
H 4.0865 1.0858 -0.1504
H 3.4403 2.7707 -1.2350
H 3.2778 2.5831 -3.0328
H 2.8574 -0.5628 -2.9775
H 3.4149 0.6213 -4.0597
C -3.1397 -1.5649 -1.2632
C -3.1809 -1.9854 0.2066
N -2.8929 -1.1946 1.1957
C -3.1442 -1.7474 2.4085
C -3.5251 -3.0609 2.3534
S -3.6595 -3.5749 0.7496
C -2.8812 -0.9775 3.6076
C -3.4474 -1.0496 4.8332
S -3.0304 0.2829 5.7572
C -1.8194 0.7332 4.5413
N -1.8779 0.0001 3.4898
C -0.8066 1.8291 4.6647
H -3.4301 -2.4242 -1.8810
H -2.1463 -1.1900 -1.5468
H -3.9978 -0.7716 -1.4398
H -3.8224 -3.7275 3.1254
H -4.2546 -1.7588 5.0371
H -1.3044 2.7142 4.2366
H 0.1050 1.5580 4.1066
H -0.6329 2.1240 5.6891
O 1.2456 2.8126 0.7282
C 2.3808 2.4209 0.9808
O 3.3843 2.7654 0.3550
C 2.5064 1.2204 2.0467
O 3.5337 0.5920 2.0417
O 1.4020 0.9044 2.6017

Cartesian forces (eV/Å) of the 3 atoms listed first:
Ba -0.0112 -0.3239 0.4524
Cl 0.0760 0.1107 0.8310
C -0.2357 -0.7848 1.3297

ΔE to the lowest compared entry with this formula, charge and spin = 58.8 kJ/mol
Electronic energy = -4754.617578 a.u.
Gap between HOMO and LUMO = 7.7 eV
Charge = -1

Here are the natural (NBO) charges for atoms 1 to 6, given in e: atom 1 (Ba): 1.816, atom 2 (Cl): -0.060, atom 3 (C): -0.062, atom 4 (C): -0.469, atom 5 (C): -0.070, atom 6 (Cl): -0.020

***

(2)
Molecular formula: C26H44Cl2InO2P2
Method: DFT, ωB97M-V/def2-TZVPD

Atoms and positions in Å:
In 0.6051 -1.6971 -2.3597
C -2.7073 -0.3552 3.5523
C -2.7078 0.9356 2.9602
C -3.8263 -0.4944 1.5483
C -3.4960 -1.1999 2.7323
C -3.3558 0.8312 1.6950
C -2.0788 -0.7673 4.8225
H -1.6150 0.1097 5.2887
H -1.2943 -1.5361 4.6872
H -2.8040 -1.1979 5.5349
C -3.8428 -2.5882 3.0526
H -3.4585 -2.8974 4.0332
H -3.3737 -3.2461 2.3072
H -4.9234 -2.7861 3.0293
C -4.4535 -1.0607 0.3368
H -5.1762 -1.8450 0.6140
H -3.6779 -1.5177 -0.3116
H -4.9634 -0.2786 -0.2529
C -3.5174 1.9340 0.7335
H -4.1959 2.7232 1.1004
H -3.9146 1.5729 -0.2239
H -2.5503 2.4203 0.5322
C -2.2537 2.1960 3.5713
H -2.9889 3.0140 3.4289
H -1.3164 2.5702 3.1339
H -2.0860 2.0296 4.6457
C 1.5355 0.2351 2.2951
C 1.1786 0.9595 3.3679
C 1.3073 2.4650 3.5384
C 1.1287 3.3632 2.2668
C -0.0160 3.0238 1.3730
C -0.0329 2.0251 0.4723
C 1.1674 1.2432 0.0186
C 2.1918 0.8280 1.1029
H 2.3106 2.7630 3.9406
H 2.0536 3.4965 1.6871
H 0.5043 2.7500 4.2766
H 2.8263 1.6830 1.3677
H 1.2578 -0.8244 2.2814
H 0.7542 0.4631 4.2464
H 2.8192 0.0733 0.6202
H 0.7680 0.3145 -0.4307
H -0.8359 1.8989 -0.2773
H 1.6632 1.7936 -0.8002
H 0.9052 4.3754 2.6260
H -0.8867 3.7049 1.4637
P 2.9215 -0.7899 -2.7793
P 0.6142 -0.5593 -4.9609
C 3.4321 -0.5949 -4.5432
C 2.3517 -0.8238 -5.5831
H 4.2744 -1.2802 -4.6814
H 3.8278 0.4258 -4.6100
H 2.4817 -0.1680 -6.4571
H 2.3824 -1.8520 -5.9686
C -0.0725 -0.6458 -6.6880
H -1.1274 -0.3445 -6.7073
H 0.0233 -1.6704 -7.0792
H 0.4924 0.0304 -7.3537
C 0.6074 1.2852 -4.8208
H 1.2303 1.7288 -5.6072
H 0.9618 1.6126 -3.8399
H -0.4257 1.6255 -4.9633
C 3.7443 -2.3108 -2.2266
H 3.5152 -2.4884 -1.1656
H 4.8255 -2.1898 -2.3648
H 3.3801 -3.1631 -2.8169
C 3.9434 0.5887 -2.1190
H 3.5993 1.5394 -2.5533
H 4.9741 0.4052 -2.4538
H 3.9230 0.6688 -1.0252
Cl 1.1287 -3.2778 2.9668
C 0.2510 -3.9352 1.5291
Cl -1.3886 -4.3827 2.0737
C 0.2400 -2.9260 0.2946
O 0.7225 -3.3655 -0.8357
O -0.2141 -1.7847 0.4776
H 0.7529 -4.8613 1.2335

Cartesian forces (eV/Å) of the 3 atoms listed first:
In -1.7830 -0.5257 1.5522
C -0.3598 1.2428 -0.5314
C 0.4123 -1.8045 1.5105

Electronic energy = -2960.433106 a.u.
Gap between HOMO and LUMO (spin up / spin down) = 4.1 / 3.0 eV
Charge = +1

Here are the Mulliken charges for atoms 1 to 6, given in e: atom 1 (In): 0.751, atom 2 (C): 0.598, atom 3 (C): 0.855, atom 4 (C): 0.481, atom 5 (C): 0.858, atom 6 (C): 0.535

***

(3)
Molecular formula: C31H52P2Yb
Method: DFT, ωB97M-V/def2-TZVPD

Atoms and positions in Å:
Yb 0.0000 0.0000 0.0000
C 1.8738 -0.9306 0.9125
C 2.1931 0.4357 0.5127
C 0.4757 0.6389 2.0997
C 0.8564 -0.7940 1.9510
C 1.3401 1.4156 1.2231
C 2.7515 -2.1729 0.6713
H 3.1956 -2.1616 -0.3233
H 2.1880 -3.0974 0.7651
H 3.5646 -2.2098 1.3959
C 0.4155 -1.8996 2.9275
H 0.8064 -2.8768 2.6555
H -0.6662 -1.9753 3.0119
H 0.7940 -1.6795 3.9252
C -0.4219 1.1991 3.2165
H 0.1743 1.4804 4.0840
H -1.1566 0.4646 3.5453
H -0.9688 2.0793 2.8865
C 1.6839 2.8736 1.6292
H 2.4066 2.8455 2.4447
H 0.8133 3.3940 2.0238
H 2.1200 3.5165 0.8732
C 3.6698 0.7044 0.1397
H 4.2890 0.4621 1.0034
H 3.8991 1.7467 -0.0680
H 4.0333 0.0666 -0.6605
C 0.8876 0.6246 -3.6115
C 2.1052 0.2372 -3.1842
C 3.3908 0.6519 -3.8680
C 3.7181 2.1220 -3.5604
C 2.6677 2.8082 -2.6696
C 1.5017 3.2013 -3.1581
C 1.0680 2.9441 -4.6020
C 0.6702 1.4817 -4.8478
H 3.2981 0.5056 -4.9445
H 3.7881 2.6627 -4.5033
H 4.1979 -0.0156 -3.5667
H 1.2370 1.0721 -5.6842
H -0.0511 0.4336 -3.1458
H 2.3148 -0.3630 -2.3381
H -0.3721 1.4060 -5.1573
H 0.2897 3.6440 -4.9014
H 0.9216 3.9446 -2.6700
H 1.8823 3.2052 -5.2759
H 4.7252 2.2501 -3.1715
H 3.0095 3.2406 -1.7679
P -0.6201 -2.1329 -0.8678
C -0.8445 -3.5474 0.3823
H -1.2711 -4.4244 -0.1035
H -1.5123 -3.2855 1.1993
H 0.1116 -3.8527 0.7961
C -2.2568 -2.4240 -1.7777
H -2.4353 -3.4869 -1.9388
H -2.2469 -1.9374 -2.7525
H -3.0890 -2.0216 -1.2008
C 0.4258 -3.2415 -2.0111
H 0.4753 -2.8288 -3.0184
H -0.0109 -4.2362 -2.0979
H 1.4383 -3.3527 -1.6259
P -1.5467 1.6777 -0.4905
C -1.3223 3.4644 0.1706
H -1.9412 4.1615 -0.3951
H -0.2966 3.8147 0.1261
H -1.5908 3.5531 1.2230
C -2.6484 1.8582 -2.0364
H -2.1825 2.4783 -2.7871
H -3.6031 2.3462 -1.8437
H -2.8677 0.8794 -2.4614
C -3.1926 1.7892 0.5124
H -3.7363 2.7189 0.3381
H -3.0073 1.7318 1.5855
H -3.8774 0.9863 0.2365
C -2.2691 -0.7263 1.1195
C -3.4607 -1.3947 1.7956
C -4.6362 -1.6503 1.0664
C -5.7308 -2.2772 1.6729
C -5.6761 -2.6454 3.0184
C -4.5288 -2.3793 3.7636
C -3.4323 -1.7579 3.1629
H -2.1312 0.0244 1.8461
H -1.5503 -1.3849 1.3987
H -4.7202 -1.3674 0.0297
H -6.6259 -2.4762 1.0988
H -6.5229 -3.1299 3.4856
H -4.4882 -2.6524 4.8110
H -2.5757 -1.5562 3.7813

Cartesian forces (eV/Å) of the 3 atoms listed first:
Yb -1.8945 -0.8538 -2.9708
C 0.6093 0.9548 2.5558
C 2.0688 0.7061 1.7711

2S+1 = 2
Electronic energy = -3053.298185 a.u.
Gap between HOMO and LUMO (spin up / spin down) = 7.0 / 7.0 eV
Charge = +1

Here are the Mulliken charges for atoms 1 to 6, given in e: atom 1 (Yb): -2.605, atom 2 (C): 0.727, atom 3 (C): 1.509, atom 4 (C): 1.466, atom 5 (C): 1.087, atom 6 (C): 0.558

***

(4)
Molecular formula: C50H57BN4O4PS
Method: DFT, ωB97M-V/def2-TZVPD

Atoms and positions in Å:
C 5.7909 1.3349 -1.1374
C 4.5150 0.3425 -1.5282
C 3.5442 0.6206 -2.8600
C 2.2418 -0.3569 -3.2417
C 1.8226 -1.6805 -2.3177
C 0.4979 -2.6410 -2.6632
N -0.5542 -2.2923 -1.6360
C -0.3485 -2.9261 -0.2646
C -1.5918 -3.8493 0.2792
P -2.0544 -2.9108 1.9215
S -3.8484 -3.4243 2.5732
N -2.5742 -3.5888 -0.8658
C -1.9945 -2.6401 -1.9348
N -2.8530 -2.2811 -2.9444
C -2.3794 -1.3901 -4.0726
C -1.7092 0.0360 -3.5840
C -1.9099 1.2747 -4.6540
O -2.8955 1.3609 -5.5535
N -0.9110 2.4487 -4.5813
C -1.5938 3.4114 -3.5872
C -1.6644 3.0326 -1.9778
C -2.4319 4.0278 -0.9241
C -3.1158 5.3993 -1.5198
C -3.0306 5.8378 -3.1183
C -2.2567 4.8120 -4.1565
O -4.1276 -2.7783 -2.8472
B -4.3903 -3.7674 -3.9100
O -3.7825 -5.1054 -4.0440
O -5.3544 -3.3347 -4.9828
C 2.8284 -1.9647 -1.0203
C 4.1118 -1.0049 -0.6388
H 6.7806 1.0193 -1.6976
H 5.4669 2.4183 -1.4418
H 6.0235 1.3477 0.0245
H 3.8434 1.5557 -3.5065
H 1.6364 -0.0497 -4.2131
H 0.1969 -2.4446 -3.7765
H 0.8488 -3.7590 -2.4940
H 0.5661 -3.6701 -0.2396
H -0.1206 -2.0792 0.5165
H -1.1158 -4.9149 0.3808
H -1.0454 -3.0869 2.9579
H -2.1545 -1.4978 1.5337
H -3.3706 -3.1833 -0.3172
H -3.3147 -1.0855 -4.7492
H -1.6665 -1.9965 -4.8140
H -0.5353 -0.1675 -3.5218
H -2.0748 0.2686 -2.4964
H -0.9628 2.9571 -5.5145
H -1.2020 2.0267 -1.5326
H -2.5061 3.7725 0.2156
H -3.6986 6.1321 -0.8095
H -3.5165 6.8403 -3.5444
H -2.1696 5.0486 -5.3090
H -3.4216 -5.2136 -4.9939
H -6.2518 -3.4204 -4.5170
H 2.6165 -2.8892 -0.3004
H 4.7565 -1.2482 0.3120
C 3.3865 -4.4663 2.3322
C 4.6232 -5.1108 2.3260
C 4.6854 -6.5015 2.2428
C 3.5098 -7.2478 2.1558
C 2.2732 -6.6030 2.1583
C 2.2108 -5.2129 2.2509
H 3.3384 -3.3827 2.4005
H 5.5394 -4.5287 2.3868
H 5.6489 -7.0038 2.2446
H 3.5582 -8.3313 2.0860
H 1.3573 -7.1847 2.0889
H 1.2471 -4.7113 2.2584
C 9.2229 -1.3931 -0.0512
C 8.1520 -1.5415 0.8297
C 8.0793 -0.7549 1.9790
C 9.0733 0.1880 2.2424
C 10.1422 0.3389 1.3595
C 10.2198 -0.4542 0.2150
H 9.2810 -2.0087 -0.9450
H 7.3739 -2.2714 0.6208
H 7.2483 -0.8754 2.6686
H 9.0143 0.8045 3.1354
H 10.9160 1.0748 1.5641
H 11.0555 -0.3402 -0.4698
C -1.8027 8.1281 0.8843
C -1.8516 9.5098 1.0666
C -2.6041 10.0504 2.1088
C -3.3005 9.2078 2.9757
C -3.2486 7.8258 2.7957
C -2.5035 7.2857 1.7478
H -1.2189 7.7073 0.0699
H -1.3033 10.1660 0.3952
H -2.6474 11.1274 2.2464
H -3.8831 9.6286 3.7909
H -3.7900 7.1692 3.4723
H -2.4677 6.2093 1.6045
C -7.3779 -0.7375 1.5037
C -8.2160 0.1522 0.8323
C -8.1870 0.2231 -0.5601
C -7.3260 -0.6036 -1.2824
C -6.4906 -1.4960 -0.6111
C -6.5129 -1.5602 0.7818
H -7.3984 -0.7900 2.5891
H -8.8919 0.7915 1.3949
H -8.8354 0.9212 -1.0826
H -7.3068 -0.5520 -2.3678
H -5.8208 -2.1413 -1.1742
H -5.8580 -2.2516 1.3047
C 0.5828 -0.5517 3.9426
C -0.4881 -0.7001 4.8235
C -0.5608 0.0865 5.9727
C 0.4333 1.0294 6.2362
C 1.5022 1.1803 5.3533
C 1.5797 0.3872 4.2088
H 0.6409 -1.1673 3.0488
H -1.2662 -1.4300 4.6146
H -1.3918 -0.0340 6.6624
H 0.3742 1.6459 7.1292
H 2.2759 1.9162 5.5579
H 2.4155 0.5012 3.5240

Cartesian forces (eV/Å) of the 3 atoms listed first:
C -0.7691 -0.2690 -0.0477
C -3.2840 -2.7827 -1.0086
C -0.3304 -2.9277 2.7273

ΔE to the lowest compared entry with this formula, charge and spin = 2134.8 kJ/mol
Electronic energy = -3222.846157 a.u.
Gap between HOMO and LUMO = 6.8 eV
Charge = +1

Here are the Mulliken charges for atoms 1 to 6, given in e: atom 1 (C): -0.894, atom 2 (C): 0.393, atom 3 (C): -0.653, atom 4 (C): -0.330, atom 5 (C): 0.369, atom 6 (C): -0.557